No. 1
139
Properties=species:S:1:pos:R:3:forces:R:3 method="wB97M-V/def2-TZVPD" e_tot_ha=-5441.11791 charge=+1 lumo_ev=-3.19
S -9.363143 -0.443210 3.242212 -0.160 0.080 0.261
S 0.906507 7.232276 3.559839 -0.280 0.527 -0.209
S 7.013914 -1.726324 -6.854058 0.198 -0.077 -0.651
S -4.451474 -3.968437 -0.883164 0.117 0.353 -0.030
S -3.604727 -2.840184 -3.491752 -0.262 0.254 0.282
S 2.872654 -1.681743 -2.059675 0.151 -0.126 -0.982
S 1.123144 3.237135 1.221586 0.440 -0.034 0.256
O 6.137887 -2.828178 -6.537817 0.020 0.072 0.234
O -10.511834 -1.304619 3.346156 0.137 -0.147 -0.219
O 5.498261 -1.611658 2.050322 -0.275 0.089 1.059
O 1.990756 -2.776361 -1.718409 0.920 0.101 -0.242
O 0.409668 2.515506 2.250727 -0.272 -0.001 -0.197
O 7.338002 -0.709142 -5.882896 -0.220 -0.164 0.227
O -8.284127 -0.721073 2.326456 -0.126 -0.267 0.172
O 6.778597 -0.013492 1.229665 0.645 0.867 -1.792
O 2.150016 6.922647 2.893857 0.073 0.267 0.493
O 0.433871 3.919813 0.153266 -0.226 -0.098 0.126
O 0.392633 6.419882 4.633272 0.306 -0.202 -0.032
O 3.205977 -0.664534 -1.084079 -0.185 -0.149 0.427
N 2.465251 -2.380703 4.287246 -0.134 -3.121 -0.629
N 4.390218 -3.598695 4.899895 0.320 -0.344 -0.001
N -3.125339 -1.523508 -1.270060 -0.329 -0.908 0.783
N 3.652662 -3.557366 2.653451 1.691 1.898 0.589
C 6.797395 -0.056274 3.582791 -0.644 -0.625 -0.180
C -9.906208 1.248817 2.989524 -0.085 0.458 0.038
C 0.937323 -3.126482 0.912126 0.460 0.678 -0.836
C 3.678042 3.823468 1.690292 0.009 -0.082 -0.041
C -1.522156 -2.862288 0.151545 0.557 0.315 1.071
C 3.287126 -2.431802 1.749676 -1.078 0.905 -0.978
C 1.376269 -2.682493 3.301295 -0.549 0.766 -0.068
C 3.595643 3.028338 0.381218 0.054 0.070 0.065
C -7.813313 -5.389523 -1.214349 0.147 -0.339 0.050
C -8.673738 -0.186564 4.872083 0.214 0.212 0.286
C -3.686990 -2.673159 -1.854882 0.120 -0.484 -1.446
C 4.371954 -1.930397 -4.249789 -0.049 0.069 -0.013
C 4.118460 -1.187754 2.083826 0.108 0.225 -0.204
C -4.046815 -0.372321 -1.325311 -0.540 0.216 0.581
C -0.058124 -2.308738 0.043117 -1.124 -0.918 -0.539
C 4.391062 -2.322153 -2.768062 0.335 -0.093 -0.161
C -1.141417 8.669046 2.780879 0.023 0.047 0.118
C -6.430018 0.449417 -1.185808 0.567 -0.036 0.116
C -5.392874 -0.545061 -0.569830 -0.691 0.917 -0.182
C 1.763147 -2.215222 1.881825 -0.482 -1.160 0.669
C -7.531782 0.846385 -0.177333 0.677 -0.443 -0.881
C 6.431573 -0.927860 -8.343330 0.005 0.217 -0.321
C -6.367362 -5.930242 -1.456341 -0.515 0.109 -0.511
C 2.278923 4.378114 1.981097 0.355 -0.400 -0.061
C 3.524984 -3.199685 3.940777 -0.814 0.741 0.237
C -0.076035 9.684895 3.209236 -0.037 0.015 -0.092
C -8.364371 1.306146 4.920318 0.001 0.056 -0.080
C -5.443233 -4.882088 -2.124927 -0.235 0.059 0.063
C 3.541361 -0.649443 -4.371779 0.151 -0.015 0.135
C 8.527905 -1.965018 -9.034218 -0.061 0.006 -0.090
C 2.281040 -0.888794 -3.546206 -0.048 0.303 -0.280
C 6.363723 -0.527033 2.195696 0.216 -0.197 1.143
C -9.570984 2.003587 4.281264 -0.005 0.003 0.080
C 2.352010 2.156120 0.504277 0.264 -0.086 -0.322
C 0.934143 8.945245 4.094197 -0.061 0.457 0.052
C 8.537799 -2.363689 -7.553698 0.357 -0.111 -0.260
C -2.598445 -1.762553 0.082029 -0.060 0.458 0.138
C 7.696762 -0.682647 -9.158903 0.122 -0.006 0.051
C -0.376330 7.428840 2.330520 -0.325 0.102 -0.166
H 4.490401 2.427666 0.213464 -0.029 -0.001 -0.044
H 2.515013 1.332148 1.200237 -0.094 0.028 -0.001
H -7.066512 1.381781 0.664138 -0.305 -0.068 -0.207
H -7.935507 -4.370212 -1.607693 0.110 -0.192 0.386
H -5.942783 -6.373205 -0.545800 -0.016 0.254 -0.194
H -9.438661 -0.454701 5.601080 -0.020 -0.046 -0.071
H 5.341059 -3.255093 4.875412 -0.042 -0.552 -0.120
H 3.904750 -2.724780 -4.834722 0.046 0.010 0.005
H -8.194369 1.645966 5.941617 0.009 -0.015 -0.023
H 0.644439 8.972705 5.143622 0.021 -0.139 -0.017
H -3.429158 -1.908399 0.802514 0.314 -0.299 -0.209
H -5.873522 1.342733 -1.526790 -0.272 -0.171 0.163
H -10.973917 1.253271 2.782168 0.048 -0.155 -0.100
H -1.781443 8.424268 3.632082 -0.006 -0.032 -0.043
H 5.226652 -1.860930 -2.241251 -0.102 0.052 0.073
H -1.656039 -3.683628 -0.563266 -0.157 0.310 0.123
H -6.838747 -0.006810 -2.103206 -0.061 0.173 0.326
H 0.108255 7.592372 1.367484 0.039 -0.051 0.035
H -8.271916 1.471105 -0.695693 0.034 -0.126 0.416
H -1.774478 9.057966 1.984237 0.008 -0.031 0.014
H 7.093924 0.992063 3.497309 -0.172 -0.227 0.080
H 4.419288 -3.402035 -2.635404 -0.079 0.043 0.154
H 0.222193 -2.418476 -1.030125 -0.263 0.606 1.239
H 5.970249 -0.194224 4.293827 0.404 0.132 0.024
H -7.794814 -0.814305 5.002652 -0.079 -0.102 -0.121
H 3.300067 -0.421399 -5.409331 -0.025 0.003 0.034
H -5.814450 -1.556526 -0.625994 0.304 0.171 0.019
H 9.541155 -1.827348 -9.409836 -0.019 -0.021 0.028
H 1.606557 -1.584315 -4.046387 -0.014 -0.031 0.108
H 1.997136 1.774361 -0.450432 -0.117 -0.047 0.085
H -2.114169 -0.820063 0.393621 -0.266 -0.239 -0.128
H 7.679605 -0.629717 3.902810 -0.346 0.038 -0.056
H 3.986419 3.157455 2.501530 -0.004 0.002 -0.016
H 5.899075 -0.014085 -8.086875 -0.023 -0.076 0.146
H 1.483193 -1.160353 1.756400 0.318 -0.252 -0.053
H 8.565863 -3.443404 -7.424527 -0.075 0.049 0.170
H 1.751498 0.027094 -3.289235 -0.061 -0.095 0.149
H 8.064332 -2.757740 -9.625771 0.000 0.020 0.024
H -9.369289 3.055384 4.079965 -0.022 -0.027 -0.010
H 2.136925 -2.735364 5.190251 0.320 0.996 0.358
H -9.361046 1.651336 2.136398 0.027 -0.137 -0.017
H -6.070060 -4.118638 -2.606404 0.301 -0.263 -0.058
H 3.487371 3.715522 -0.461360 -0.012 -0.051 -0.009
H 0.430138 -2.225587 3.619463 0.392 -0.022 0.027
H -0.990990 6.531361 2.293201 0.157 -0.089 0.040
H 5.763080 -1.622625 -8.852465 -0.002 -0.026 0.085
H 4.102097 0.194585 -3.961668 -0.042 0.016 -0.032
H 4.608591 -3.858240 2.455497 -0.281 -0.511 0.051
H 2.135149 5.349631 1.528719 -0.084 -0.115 -0.108
H -10.421481 1.958444 4.965401 0.024 -0.016 -0.015
H -6.454493 -6.755213 -2.180600 0.187 0.188 0.268
H 9.368714 -1.904280 -7.020195 -0.106 0.037 0.083
H -4.294363 -0.107187 -2.361736 0.450 -0.292 0.156
H 0.428593 10.077519 2.323418 -0.007 -0.023 0.019
H 3.987942 -0.397642 1.325700 -0.243 -0.515 0.025
H -3.527445 0.474469 -0.847924 -0.010 -0.197 -0.419
H -8.556723 -5.995384 -1.754160 0.285 0.073 0.202
H -8.079848 -5.435310 -0.150694 0.014 0.284 -0.302
H -4.814270 -5.338211 -2.896073 0.105 0.238 0.368
H 0.448077 -3.958039 1.440535 -0.040 0.439 -0.004
H 2.081929 4.433688 3.047394 -0.205 0.034 -0.075
H -7.969460 -0.081509 0.202786 -0.207 0.448 -0.005
H 4.076834 -4.191086 5.655451 0.131 0.498 0.169
H -5.330497 -0.264360 0.495389 0.316 -0.345 -0.260
H 8.252843 0.160285 -8.741453 -0.051 0.009 -0.013
H 5.380982 -1.795244 -4.634003 -0.192 -0.053 0.181
H 3.855168 -0.746350 3.061531 0.153 -0.258 -0.202
H 3.488877 -2.670480 0.699223 0.213 -0.381 0.445
H 4.412356 4.626214 1.629654 -0.045 0.003 0.040
H 7.463442 -0.450884 -10.197351 -0.009 0.008 0.032
H -7.463911 1.519903 4.338682 0.003 -0.035 0.032
H 1.647231 -3.595829 0.221414 -0.204 -0.027 0.285
H -1.597744 -3.312867 1.159401 -0.219 0.042 -0.373
H -0.051943 -1.252584 0.354790 0.066 -0.270 -0.263
H 1.940902 9.340191 3.977151 0.043 -0.172 0.070
H -0.514031 10.531154 3.737496 0.034 -0.019 -0.001
H 1.253894 -3.775143 3.332433 -0.132 0.333 -0.274



No. 2
74
Properties=species:S:1:pos:R:3:forces:R:3 method="wB97M-V/def2-TZVPD" e_tot_ha=-2588.55116 charge=+1 lumo_ev=-5.00
F -4.066933 1.319850 -2.701411 -0.159 -0.152 0.051
F -3.763407 0.855913 -4.800588 -0.139 -0.006 0.010
F -3.070736 2.744912 -3.974895 -0.107 -0.037 -0.133
F 2.794520 1.822836 -4.567156 -0.363 0.854 -0.345
O 1.941234 -3.076533 -1.494289 -0.297 -0.094 -0.278
O -5.762184 6.286090 3.774025 0.013 -0.010 -0.008
O 4.255845 -7.044770 -0.250867 -0.042 0.061 -0.023
O -3.234081 3.917418 -0.313181 0.014 -0.034 0.024
O 1.148515 2.851592 -1.422375 -0.171 0.622 0.307
O 3.560326 -0.036081 -3.772688 0.482 -1.317 -0.252
O 4.781317 -3.245455 3.482661 -0.025 0.011 -0.061
O 1.050565 -2.877084 -3.497068 -0.054 0.755 -0.592
N -0.444997 -1.058858 -3.370395 -0.199 0.185 -0.072
N 2.785565 1.527492 -2.277787 -0.420 0.812 -1.042
N 1.232774 -3.631449 -2.190408 -0.135 -0.330 1.001
C 4.347548 -6.186413 0.600729 -0.004 -0.235 -0.048
C -3.097040 7.000476 3.322292 0.097 0.078 0.056
C -3.762563 6.060174 2.547848 -0.001 -0.094 -0.103
C 4.135475 -7.851063 2.428956 -0.012 -0.118 0.062
C 4.483429 -5.885691 4.368368 -0.013 -0.058 0.117
C -3.797836 4.437987 0.633540 0.090 -0.078 -0.142
C 4.572933 -3.073886 -1.497740 0.295 0.018 0.037
C -7.168793 4.329979 2.345492 -0.125 -0.070 -0.014
C 4.672550 -2.082858 -0.525346 0.048 -0.033 -0.029
C 4.319813 -6.528031 2.048966 0.010 0.141 0.005
C 4.305397 -7.207137 4.740417 -0.010 -0.036 -0.044
C -5.869647 3.153825 0.190986 -0.155 -0.204 -0.125
C -3.095073 5.424400 1.497017 -0.091 0.000 0.051
C 4.637331 -4.108146 2.643467 0.037 0.062 0.237
C 0.362898 1.029164 -2.642652 0.116 -0.310 -0.130
C -1.881946 0.822632 -3.407787 0.103 0.243 0.062
C -7.818166 3.377021 1.577667 0.048 -0.004 -0.043
C -0.868372 1.615709 -2.889133 0.122 -0.320 -0.009
C -1.097583 6.645303 2.032803 -0.029 0.017 0.028
C -1.759999 5.717573 1.247855 0.110 0.062 0.013
C -5.182204 5.732327 2.866564 -0.096 0.095 0.139
C 4.483600 -4.749909 0.219110 0.006 0.058 0.117
C -0.272927 -2.524214 -3.613132 0.419 -1.147 0.211
C 4.692127 -2.423658 0.815767 -0.028 0.174 -0.131
C -1.768473 7.292560 3.064753 0.022 -0.030 -0.039
C 4.481977 -5.538928 3.023652 -0.007 -0.010 -0.141
C 3.085714 1.010372 -3.575965 0.283 -0.194 0.723
C -7.170253 2.791748 0.494209 -0.025 0.067 0.092
C 4.601917 -3.758026 1.192858 -0.052 -0.137 -0.073
C 0.556889 -0.320200 -2.883155 -0.030 0.644 0.164
C 4.478546 -4.403975 -1.126556 0.099 0.092 -0.124
C -5.864515 4.696459 2.039890 0.073 -0.014 -0.035
C -5.209541 4.096497 0.964113 0.136 0.090 0.027
C 4.123457 -8.188332 3.771467 0.010 0.048 0.032
C -3.232830 1.447449 -3.726674 0.380 0.040 0.031
C -1.640844 -0.510806 -3.640314 -0.265 0.312 0.042
C 1.444347 1.903023 -2.078554 0.163 -0.302 0.263
H -8.832336 3.090279 1.820888 -0.011 0.004 0.001
H 3.337852 2.378139 -2.153162 0.131 -0.159 0.489
H -0.056491 6.868084 1.841142 0.006 0.013 -0.004
H -7.681406 2.053383 -0.109118 -0.011 0.000 0.000
H -0.867224 -3.054935 -2.866983 -0.205 0.076 0.145
H 1.509378 -0.776093 -2.677521 -0.007 -0.463 -0.099
H 4.398043 -5.179458 -1.876250 0.008 -0.100 0.064
H -1.243929 5.216183 0.441164 -0.073 -0.041 -0.039
H 4.620937 -5.119057 5.117882 -0.001 0.076 -0.061
H -5.358990 2.701275 -0.647263 0.084 0.048 0.008
H -7.669715 4.790222 3.185560 0.072 0.073 0.019
H 4.737890 -1.042683 -0.818351 0.028 0.007 -0.014
H -0.999794 2.664554 -2.679978 -0.149 0.192 0.049
H -1.251018 8.023239 3.671612 0.005 0.006 0.005
H -2.417404 -1.143034 -4.038330 0.024 -0.274 -0.110
H -0.658812 -2.798513 -4.588353 -0.044 0.435 -0.328
H 4.565692 -2.804612 -2.546739 0.041 0.025 -0.011
H 4.000528 -8.610905 1.672075 0.027 0.055 -0.077
H -3.621617 7.497194 4.126341 -0.086 -0.056 -0.005
H 4.774334 -1.658879 1.575718 0.028 -0.074 0.088
H 4.304062 -7.475323 5.788276 0.001 -0.003 0.007
H 3.974353 -9.218336 4.066032 0.010 -0.008 0.004



HOMO? In order: -9.396; -11.424 eV.
Maximum force? In order: 3.187; 1.425 eV/Å.